178
Properties=species:S:1:pos:R:3 method="wB97M-V/def2-TZVPD" charge=+1 e_tot_ev=-107613.148 lumo_ev=-2.79
Ba 3.6084 1.3952 2.2328
C -0.5502 -0.4815 -0.5816
F -0.1847 -1.4816 0.2106
F -0.0086 -0.6474 -1.7902
F -1.8665 -0.5042 -0.7307
S -0.0777 1.1727 0.1922
O -0.3567 2.1875 -0.8040
O -0.9870 1.2106 1.3265
O 1.3327 1.0510 0.5292
C -0.2005 2.0278 5.1668
C 1.1598 1.7674 4.5301
C 2.2274 1.6771 5.5860
O 3.4953 1.4294 4.9491
C 4.6206 1.4104 5.8241
N 1.0393 0.6668 3.5323
H -0.6781 1.0895 5.4489
H -0.8050 2.5592 4.4312
H -0.1680 2.6807 6.0426
H 1.3301 2.5712 3.8045
H 2.0917 0.8546 6.2979
H 2.1321 2.5782 6.1976
H 5.4427 1.9606 5.3626
H 4.8808 0.3823 6.0686
H 4.5064 1.9484 6.7688
H 0.2099 0.8672 2.9721
H 0.7494 -0.2043 3.9810
C -2.5970 -0.6391 -4.6618
C -1.4864 -1.5825 -5.1973
C -0.1415 -0.8163 -5.2392
O -0.2391 0.4374 -5.9076
C -0.5686 0.3553 -7.2742
N -1.3108 -2.7250 -4.3033
H -2.9621 0.0500 -5.4214
H -2.1691 -0.0576 -3.8397
H -3.3939 -1.2337 -4.2162
H -1.6998 -1.8914 -6.2199
H 0.6191 -1.4298 -5.7339
H 0.2138 -0.6454 -4.2209
H 0.2723 0.1210 -7.9357
H -0.8480 1.3766 -7.5466
H -1.4281 -0.2849 -7.4751
H -0.8735 -2.3979 -3.4427
H -2.2370 -2.9740 -3.9649
C -5.1942 0.2875 0.7805
C -4.6428 0.9953 2.0170
C -3.7594 0.0415 2.8615
O -4.3739 -1.2169 3.1314
C -3.4531 -2.1376 3.6573
N -3.8131 2.1006 1.5176
H -4.4554 -0.3543 0.3012
H -5.5659 1.0447 0.0879
H -6.1036 -0.2813 0.9831
H -5.4823 1.3983 2.5843
H -3.4493 0.4667 3.8205
H -2.8832 -0.1114 2.2233
H -2.5598 -2.2707 3.0373
H -3.9026 -3.1346 3.6761
H -3.2079 -1.9505 4.7079
H -3.4959 2.6934 2.2838
H -2.9322 1.6986 1.1835
C 1.9834 4.9454 -0.9261
C 2.6367 3.8341 -0.1347
C 4.1679 4.0802 -0.1417
O 4.9720 3.1174 0.5625
C 6.3358 3.5077 0.6773
N 2.0209 3.7021 1.1686
H 2.4459 5.9183 -0.6855
H 0.9731 5.1459 -0.5681
H 2.0220 4.8533 -2.0101
H 2.3979 2.9394 -0.7170
H 4.2707 5.0460 0.3719
H 4.5542 4.1686 -1.1581
H 6.5869 4.0981 -0.2104
H 6.9476 2.6184 0.5094
H 6.5891 4.0472 1.5881
H 2.1860 4.6264 1.5736
H 1.0202 3.6492 1.0061
C 4.0543 -2.5406 -0.7064
C 3.6621 -1.5667 0.4142
C 4.1170 -1.9808 1.7949
O 3.4086 -1.2805 2.8191
C 3.9541 -1.6245 4.1240
N 4.2597 -0.2674 0.0874
H 3.6333 -2.2093 -1.6558
H 3.7231 -3.5710 -0.5558
H 5.1376 -2.5879 -0.8466
H 2.5932 -1.3414 0.3484
H 5.1680 -1.6760 1.9151
H 4.0483 -3.0431 2.0448
H 3.2900 -1.1705 4.8596
H 4.9771 -1.3364 4.3715
H 3.8332 -2.6806 4.3802
H 5.2136 -0.3910 -0.2663
H 3.9070 0.1717 -0.7800
C -0.4579 5.6851 3.5959
C -1.4168 5.5294 2.4078
C -1.5805 6.8395 1.6482
O -2.1130 7.8802 2.4186
C -3.4990 7.7453 2.6648
N -0.8793 4.5053 1.5298
H -0.6002 4.8724 4.3120
H -0.6625 6.5904 4.1745
H 0.5853 5.7711 3.2894
H -2.4105 5.2964 2.8099
H -2.2031 6.6502 0.7574
H -0.6434 7.2089 1.2199
H -3.9121 8.6218 3.1547
H -3.7658 6.8960 3.3038
H -4.0162 7.5499 1.7189
H -1.3368 4.5004 0.6181
H -0.9548 3.5644 1.8944
C 4.4493 0.0590 -3.9637
C 3.6757 1.2726 -3.4537
C 2.6691 1.7675 -4.4943
O 2.1005 2.9488 -3.9463
C 0.7814 3.2536 -4.4156
N 2.9249 0.8651 -2.2554
H 5.0701 -0.4025 -3.1911
H 5.1961 0.4101 -4.6820
H 3.8343 -0.7264 -4.4027
H 4.3670 2.0584 -3.1434
H 1.9305 0.9885 -4.6860
H 3.1971 2.0467 -5.4113
H 0.3584 4.0036 -3.7532
H 0.1841 2.3404 -4.4497
H 0.9068 3.6084 -5.4436
H 2.2092 1.5927 -2.1765
H 2.3902 0.0159 -2.4356
C -2.9334 3.5057 -2.3529
C -4.1264 4.2258 -1.7440
O -4.3470 5.4980 -2.3542
O -1.7589 4.1842 -1.9345
H -2.9800 3.4591 -3.4453
H -2.9996 2.4674 -1.9990
H -3.9601 4.3068 -0.6658
H -5.0646 3.6669 -1.7837
H -3.6945 6.0859 -1.9589
H -1.1142 3.4943 -1.6684
C -4.0181 -3.3722 0.2141
C -4.3789 -4.0159 -1.1304
O -4.2234 -3.1960 -2.2697
O -5.1805 -2.9431 0.8868
H -3.2975 -2.5721 0.0026
H -3.4762 -4.1252 0.8001
H -5.4253 -4.3344 -1.0608
H -3.7497 -4.8867 -1.3139
H -4.8720 -2.4861 -2.2829
H -4.9121 -2.3776 1.6293
C 0.1733 -4.1339 -1.3931
C -0.3366 -5.2294 -0.4221
C -1.8089 -5.3481 -0.8239
C -2.5105 -6.5336 -0.1827
C -1.7479 -7.7994 -0.5405
C -0.2578 -7.7950 -0.2159
N 0.3131 -6.5065 -0.6777
O 1.7185 -6.4047 -0.6265
C 0.1021 -7.9978 1.2597
C 0.3741 -8.9371 -1.0045
C -0.1157 -4.7262 1.0092
H 0.1757 -4.3087 -2.4682
H 1.1970 -3.8337 -1.1359
H -0.4423 -3.2685 -1.1432
H -2.3941 -4.4346 -0.6873
H -1.8658 -5.5369 -1.9009
H -3.5310 -6.7877 -0.4941
H -2.6792 -6.4156 0.8944
H -1.9207 -8.1164 -1.5672
H -2.1333 -8.5699 0.1394
H -0.4458 -7.3724 1.9646
H -0.0384 -9.0321 1.5824
H 1.1529 -7.7402 1.4045
H -0.1388 -9.8424 -0.6646
H 0.2017 -8.9214 -2.0791
H 1.4273 -9.0135 -0.7347
H 0.9084 -4.8963 1.3455
H -0.7310 -5.3021 1.7037
H -0.3711 -3.6774 1.1619
H 1.9489 -6.2150 -1.5426